Density functional theory data (wB97M-V/def2-TZVPD) for a 2-piece molecular cluster, C2H5Cl2N overall.

```
10
Properties=species:S:1:pos:R:3
C 0.717 -0.024 -0.769
C -2.450 1.228 1.747
N -2.349 -0.002 1.794
Cl -2.133 2.340 3.083
Cl -2.901 2.032 0.333
H 1.638 0.015 -0.201
H 0.588 0.901 -1.319
H 0.755 -0.849 -1.469
H -0.119 -0.168 -0.101
H -2.068 -0.431 2.668
```

Calculated values
HOMO level = -11.02 eV
relative energy (zero: lowest compared OMol25 entry of this formula, charge and spin) = 23.4 kJ/mol
DFT total energy = -1054.3241 Ha
SMILES = N=C(Cl)Cl.C
Kohn-Sham gap = 0.42932 Ha

=====

Density functional theory data (wB97M-V/def2-TZVPD) for an isolated ion of composition C10H13O2S and charge +1.

```
26
Properties=species:S:1:pos:R:3
C 4.246 0.282 -0.149
C 3.332 1.312 -0.126
C 3.753 -1.012 -0.053
C 1.989 1.024 0.126
C 2.413 -1.298 0.197
C 1.550 -0.280 0.128
C -3.559 -0.393 0.239
C -2.860 0.114 -1.074
C -2.386 -1.078 0.877
C -1.803 1.114 -0.666
O -0.591 1.013 1.869
O 0.108 -0.600 0.096
S -1.017 0.259 0.776
H 5.222 0.618 -0.267
H 3.796 2.246 -0.205
H 4.520 -1.877 -0.077
H 1.162 1.707 0.158
H 2.007 -2.368 0.238
H -4.081 0.358 0.738
H -4.436 -0.955 0.057
H -2.230 -0.825 -1.510
H -3.621 0.572 -1.720
H -2.427 -1.493 1.918
H -2.116 -1.932 0.228
H -0.957 1.320 -1.497
H -2.014 2.170 -0.302
```

Calculated values
HOMO level = -12.91 eV
relative energy (zero: lowest compared OMol25 entry of this formula, charge and spin) = 78.2 kJ/mol
DFT total energy = -937.1457 Ha
net charge = +1
Kohn-Sham gap = 0.36248 Ha

=====

Density functional theory data (wB97M-V/def2-TZVPD) for C29H48ClF6OPTl as an isolated structure.

```
87
Properties=species:S:1:pos:R:3
Tl 0.022 1.581 2.375
P -0.171 0.533 -1.008
Cl 1.093 3.523 1.240
C -1.162 0.253 0.817
H -1.054 -0.862 1.084
H -2.275 0.395 0.878
C 1.732 0.775 -1.252
C -0.902 2.204 -1.372
C 2.257 0.843 -2.683
H 1.856 1.767 -0.772
C 3.745 1.215 -2.703
H 2.095 -0.117 -3.188
H 1.708 1.594 -3.256
C 4.597 0.289 -1.823
H 4.136 1.219 -3.733
H 3.833 2.240 -2.318
C 4.008 0.059 -0.422
H 4.663 -0.689 -2.314
H 5.620 0.679 -1.746
C 2.504 -0.307 -0.463
H 4.552 -0.739 0.103
H 4.113 0.976 0.179
H 2.376 -1.292 -0.948
H 2.100 -0.452 0.559
C -0.694 -0.596 -2.517
C -2.398 2.110 -1.684
H -0.779 2.665 -0.375
C -3.019 3.485 -1.491
H -2.584 1.697 -2.685
H -2.920 1.431 -1.002
C -2.287 4.541 -2.325
H -4.080 3.433 -1.770
H -2.952 3.747 -0.424
C -0.750 4.529 -2.197
H -2.532 4.358 -3.378
H -2.668 5.547 -2.102
C -0.160 3.120 -2.355
H -0.316 5.188 -2.966
H -0.449 4.906 -1.208
H -0.297 2.739 -3.376
H 0.929 3.116 -2.182
C -0.010 -1.972 -2.508
H -1.758 -0.688 -2.220
C -0.665 -2.954 -3.497
H 1.058 -1.899 -2.770
H 0.006 -2.398 -1.501
C -0.823 -2.369 -4.911
H -0.077 -3.884 -3.555
H -1.666 -3.224 -3.128
C -1.381 -0.942 -4.923
H 0.150 -2.386 -5.417
H -1.481 -3.017 -5.503
C -0.647 -0.032 -3.934
H -1.303 -0.533 -5.941
H -2.438 -0.975 -4.632
H 0.391 0.048 -4.271
H -1.071 0.974 -3.961
C -0.175 -3.005 1.089
C -1.513 -2.911 0.800
H 0.517 -2.858 0.247
C -2.515 -2.804 1.939
H -1.821 -2.601 -0.230
C -1.887 -2.873 3.371
H -3.105 -1.866 1.876
H -3.275 -3.605 1.858
C -0.671 -3.804 3.432
H -1.645 -1.853 3.711
H -2.632 -3.278 4.068
C 0.406 -3.250 2.483
H -0.328 -4.025 4.458
H -0.957 -4.797 3.062
H 0.910 -2.366 2.940
H 1.234 -3.979 2.481
C -0.960 -0.162 6.119
C 0.340 0.332 5.457
O 0.342 0.167 4.056
C 0.634 1.802 5.813
F 0.625 2.016 7.167
F 1.861 2.248 5.355
F -0.317 2.561 5.210
C 1.494 -0.619 5.913
F 1.569 -0.994 7.254
F 1.212 -1.807 5.156
F 2.731 -0.194 5.574
H -1.838 0.373 5.697
H -0.958 -0.048 7.240
H -1.051 -1.250 5.877
```

Calculated values
HOMO level (alpha / beta) = -1.86 / -1.86 eV
relative energy (zero: lowest compared OMol25 entry of this formula, charge and spin) = 367.3 kJ/mol
DFT total energy = -2782.2542 Ha
net charge = -1
Kohn-Sham gap (alpha / beta) = 0.15599 / 0.15597 Ha

=====

Density functional theory data (wB97M-V/def2-TZVPD) for a 2-piece molecular cluster, CH9N2O overall.

```
13
Properties=species:S:1:pos:R:3
O 1.850 1.984 0.589
H 1.915 2.557 1.367
H -0.188 -0.410 1.332
H 2.307 2.469 -0.111
N -0.191 0.093 0.441
C -0.364 -0.904 -0.688
N -1.608 -1.588 -0.435
H -0.980 0.750 0.485
H 0.666 0.693 0.345
H -0.306 -0.355 -1.628
H 0.423 -1.628 -0.541
H -1.604 -2.515 -0.833
H -2.395 -1.082 -0.812
```

Calculated values
HOMO level = -14.72 eV
relative energy (zero: lowest compared OMol25 entry of this formula, charge and spin) = 6.0 kJ/mol
DFT total energy = -228.0132 Ha
net charge = +1
Kohn-Sham gap = 0.41889 Ha

=====

Density functional theory data (wB97M-V/def2-TZVPD) for C21H47B3IN3O8P2 as an isolated structure.

```
85
Properties=species:S:1:pos:R:3
N -0.700 1.466 4.613
B -0.915 2.537 3.600
O 0.214 2.920 2.827
B -0.083 4.248 2.405
C 0.722 5.543 2.856
C 1.100 5.514 4.383
C 0.670 6.819 5.117
I 2.157 8.371 4.812
O -1.237 4.359 1.557
B -2.310 4.057 2.432
P -3.934 5.066 2.081
P -5.136 5.228 3.878
O -6.583 5.073 3.444
O -4.782 4.117 5.052
O -4.982 6.726 4.576
O -2.193 3.138 3.491
H 0.154 1.723 5.099
H -0.557 0.568 4.165
H 1.582 5.760 2.199
H 0.023 6.398 2.736
H 2.183 5.331 4.484
H 0.599 4.684 4.925
H -0.349 7.141 4.858
H 0.681 6.594 6.198
H -4.675 4.260 1.177
H -5.654 3.798 5.314
H -5.268 7.389 3.943
C 2.824 2.496 -3.500
C 2.934 1.186 -2.677
C 2.279 0.017 -3.433
C 0.755 0.013 -3.384
C 0.258 0.153 -1.951
C 0.852 1.375 -1.241
N 2.335 1.407 -1.334
O 2.813 0.501 -0.517
C 0.241 2.654 -1.849
C 0.380 1.398 0.219
C 4.443 0.896 -2.601
H 2.695 3.365 -2.854
H 3.730 2.689 -4.075
H 2.002 2.475 -4.217
H 2.632 -0.930 -3.008
H 2.610 0.022 -4.475
H 0.350 0.810 -4.015
H 0.382 -0.922 -3.808
H -0.833 0.213 -1.947
H 0.512 -0.758 -1.397
H 0.682 3.549 -1.405
H -0.833 2.689 -1.656
H 0.349 2.725 -2.929
H 0.656 0.493 0.763
H -0.708 1.472 0.267
H 0.793 2.249 0.748
H 4.969 1.677 -2.049
H 4.863 0.853 -3.607
H 4.659 -0.064 -2.133
C -2.141 -5.690 -0.131
C -1.426 -6.395 -1.312
C -0.340 -7.352 -0.791
C 0.938 -6.660 -0.326
C 1.449 -5.696 -1.390
C 0.378 -4.691 -1.832
N -0.885 -5.363 -2.235
O -0.694 -5.918 -3.406
C 0.122 -3.695 -0.684
C 0.936 -3.819 -2.964
C -2.516 -7.254 -1.974
H -2.426 -4.668 -0.388
H -3.070 -6.194 0.139
H -1.532 -5.661 0.774
H -0.070 -8.058 -1.584
H -0.745 -7.955 0.026
H 0.768 -6.138 0.621
H 1.703 -7.413 -0.118
H 2.324 -5.164 -1.010
H 1.797 -6.273 -2.254
H -0.676 -2.995 -0.942
H 1.021 -3.107 -0.485
H -0.136 -4.167 0.261
H 1.262 -4.404 -3.825
H 1.808 -3.259 -2.623
H 0.191 -3.098 -3.305
H -3.309 -6.633 -2.394
H -2.964 -7.920 -1.235
H -2.120 -7.891 -2.766
```

Calculated values
HOMO level (alpha / beta) = -8.75 / -9.52 eV
multiplicity = 3
⟨S²⟩ = 2.0083
DFT total energy = -2649.7266 Ha
Kohn-Sham gap (alpha / beta) = 0.31816 / 0.34625 Ha

=====

Density functional theory data (wB97M-V/def2-TZVPD) for C5H11N as an isolated structure.

```
17
Properties=species:S:1:pos:R:3
C -2.550 0.136 -1.217
C -1.526 -0.513 -0.303
C -0.982 0.278 0.664
N 0.425 -0.012 1.280
C 1.318 -0.212 0.156
C 2.695 0.390 0.562
H -2.084 0.723 -2.019
H -3.166 0.847 -0.654
H -3.104 -0.691 -1.669
H -1.062 -1.425 -0.635
H -1.426 1.017 1.297
H -0.391 -0.782 1.277
H 1.665 -1.299 0.066
H 0.907 0.025 -0.822
H 2.664 1.037 1.459
H 3.385 -0.401 0.827
H 3.231 0.884 -0.270
```

Calculated values
HOMO level = -8.58 eV
relative energy (zero: lowest compared OMol25 entry of this formula, charge and spin) = 396.0 kJ/mol
DFT total energy = -251.7117 Ha
Kohn-Sham gap = 0.35071 Ha

=====

Density functional theory data (wB97M-V/def2-TZVPD) for one molecule with the formula C5H10O2.

```
17
Properties=species:S:1:pos:R:3
O 3.240 -0.189 -0.290
C 1.961 0.028 0.119
C 1.172 0.467 -1.086
C -1.313 -1.282 0.017
C -1.811 0.144 0.152
C -0.680 1.152 0.258
O 0.093 1.081 -0.967
H 3.277 -0.133 -1.242
H 1.991 0.767 0.923
H 1.549 -0.871 0.532
H -0.597 -1.365 -0.889
H -0.787 -1.628 0.913
H -2.120 -1.963 -0.202
H -2.438 0.253 1.045
H -2.425 0.406 -0.714
H -0.053 0.962 1.128
H -1.060 2.171 0.304
```

Calculated values
HOMO level = -8.18 eV
relative energy (zero: lowest compared OMol25 entry of this formula, charge and spin) = 417.2 kJ/mol
DFT total energy = -346.8665 Ha
Kohn-Sham gap = 0.33082 Ha

=====

Density functional theory data (wB97M-V/def2-TZVPD) for one molecule with the formula C6H12O.

```
19
Properties=species:S:1:pos:R:3
C -2.127 0.800 -1.524
C -0.668 1.195 -1.359
O 0.056 0.172 -0.700
C 0.675 0.510 0.502
C 0.142 -0.048 1.795
C 1.405 -0.605 1.175
C 1.400 -1.970 0.525
H -2.665 0.851 -0.571
H -2.190 -0.226 -1.900
H -2.626 1.461 -2.242
H -0.582 2.145 -0.814
H -0.206 1.336 -2.345
H 1.121 1.506 0.516
H -0.750 -0.667 1.731
H 0.222 0.549 2.700
H 2.339 -0.333 1.665
H 2.173 -2.031 -0.249
H 1.587 -2.761 1.260
H 0.439 -2.163 0.042
```

Calculated values
HOMO level = -9.03 eV
relative energy (zero: lowest compared OMol25 entry of this formula, charge and spin) = 153.0 kJ/mol
DFT total energy = -311.0010 Ha
SMILES = CCO[C@H]1C[C@H]1C
Kohn-Sham gap = 0.37496 Ha